1.
The following is a quantum chemistry calculation of a 2-piece molecular cluster, C6H7NO overall in a non-equilibrium geometry, from OMol25.

Geometry as XYZ:
```
15
Properties=species:S:1:pos:R:3:mulliken_charge:R:1
C -2.48 0.47 -0.10 0.76
C 0.76 -0.67 -0.40 -0.22
C 2.35 0.95 0.63 0.45
C -3.13 0.09 -1.17 -0.93
C 2.94 2.12 0.78 -0.87
C 0.28 -1.99 0.14 -0.62
N 1.63 -0.01 0.24 -0.01
O -2.08 1.00 0.89 -0.38
H -2.88 0.43 -2.14 0.26
H -4.02 -0.47 -1.14 0.28
H 2.79 2.84 -0.03 0.26
H 3.60 2.24 1.65 0.24
H 0.69 -2.26 1.09 0.33
H 0.41 -2.70 -0.69 0.25
H -0.87 -2.07 0.24 0.20
```

Properties
Largest force on an atom: 0.0641 Eh/bohr
Relative energy (zero: lowest compared OMol25 entry of this formula, charge and spin): 491.05 kJ/mol
Frontier orbital gap: 8.42 eV
Electronic energy: -362.62645 a.u.
HOMO level: -7.89 eV
Total charge: 0

***

2.
The following is a quantum chemistry calculation of one molecule with the formula C5H8O3S in a non-equilibrium geometry, from OMol25.

Geometry as XYZ:
```
17
Properties=species:S:1:pos:R:3:mulliken_charge:R:1
C -0.83 -0.45 0.20 -1.11
C 0.09 0.62 -0.19 1.32
C -0.44 -2.49 0.24 -0.70
C 0.34 0.92 -1.47 -0.18
C 0.78 1.43 0.92 -1.55
O -2.08 -1.65 -1.87 -0.75
O -3.05 -1.80 0.53 -0.59
O -0.17 0.26 -2.48 -0.45
S -1.92 -1.69 -0.42 1.06
H -1.17 -0.21 1.26 0.27
H 0.56 -2.53 -0.16 0.38
H -0.65 -2.90 1.24 0.37
H 1.01 1.77 -1.78 0.30
H 1.48 2.00 0.44 0.48
H 1.28 0.65 1.47 0.36
H 0.12 2.04 1.44 0.38
H -0.81 -0.40 -2.29 0.40
```

Properties
Largest force on an atom: 0.1221 Eh/bohr
Multiplicity: 3
Relative energy (zero: lowest compared OMol25 entry of this formula, charge and spin): 75.88 kJ/mol
Frontier orbital gap (alpha / beta): 6.70 / 7.57 eV
Electronic energy: -818.97661 a.u.
HOMO level (alpha / beta): -6.11 / -10.12 eV
Total charge: 0

***

3.
The following is a quantum chemistry calculation of a 2-piece molecular cluster, C30H58F4NO4S overall, from OMol25.

Geometry as XYZ:
```
98
Properties=species:S:1:pos:R:3:mulliken_charge:R:1
C -2.26 -1.57 -1.88 -1.59
C -1.00 -0.71 -1.92 0.36
C -1.21 0.70 -1.38 -0.45
C -0.10 1.72 -1.74 -0.96
C 0.58 2.33 -0.50 -0.21
C 1.63 1.40 0.11 -0.23
C 3.02 1.59 -0.48 -0.72
C 4.05 0.62 0.12 -0.76
C 4.78 -0.24 -0.92 -0.26
C 5.31 -1.57 -0.38 -1.16
C 4.25 -2.54 0.16 -1.73
C 3.39 -3.35 -0.81 2.11
C 2.70 -4.48 -0.04 0.75
F 3.62 -5.45 0.21 -0.34
F 1.71 -5.02 -0.77 -0.33
C 2.11 -4.11 1.33 0.04
F 1.20 -3.11 1.18 -0.20
F 1.48 -5.19 1.83 -0.31
O 2.32 -2.49 -1.29 0.31
S 2.38 -2.25 -2.86 0.96
O 2.34 -0.86 -3.13 -0.63
O 1.48 -3.13 -3.51 -0.62
O 3.88 -2.74 -3.03 -0.55
C 4.15 -3.82 -2.11 -0.78
C 3.83 -5.17 -2.73 -1.17
C 4.57 -5.44 -4.06 0.47
C 3.72 -5.07 -5.28 -1.30
C 5.96 -4.81 -4.16 -1.53
H -3.11 -1.03 -2.30 0.39
H -2.13 -2.49 -2.46 0.41
H -2.51 -1.86 -0.86 0.32
H -0.21 -1.20 -1.34 -0.46
H -0.63 -0.65 -2.95 0.43
H -1.28 0.65 -0.29 0.13
H -2.16 1.07 -1.77 0.52
H -0.52 2.52 -2.35 0.48
H 0.66 1.23 -2.36 0.39
H -0.20 2.56 0.25 -0.39
H 1.05 3.28 -0.76 0.58
H 1.69 1.54 1.19 0.41
H 1.32 0.35 -0.05 -0.13
H 3.32 2.63 -0.32 0.34
H 2.97 1.44 -1.57 0.43
H 4.80 1.17 0.69 0.38
H 3.53 -0.02 0.85 0.31
H 5.63 0.33 -1.31 0.55
H 4.12 -0.41 -1.77 -0.10
H 5.99 -1.35 0.45 0.51
H 5.93 -2.06 -1.14 0.30
H 4.75 -3.26 0.82 0.56
H 3.55 -1.98 0.78 0.40
H 2.87 -3.79 2.04 0.33
H 5.21 -3.78 -1.91 0.57
H 2.75 -5.27 -2.90 0.37
H 4.12 -5.94 -2.01 0.44
H 4.72 -6.53 -4.09 0.39
H 2.85 -5.73 -5.36 0.35
H 4.30 -5.17 -6.20 0.45
H 3.34 -4.05 -5.21 0.14
H 6.54 -5.31 -4.93 0.50
H 6.53 -4.89 -3.22 0.34
H 5.90 -3.75 -4.42 0.24
C -7.07 2.42 1.37 -1.37
C -6.53 2.38 2.79 -0.20
C -6.00 3.72 3.29 -0.79
C -4.88 4.42 2.53 -0.89
N -3.50 3.80 2.55 0.34
C -3.36 2.68 1.55 -0.74
C -3.32 3.36 0.19 -0.08
C -2.71 4.76 0.45 -0.75
C -2.54 4.83 1.97 -0.73
C -3.04 3.43 3.95 -0.73
C -3.37 2.02 4.46 -0.36
C -4.19 1.98 5.76 -1.40
H -6.32 2.72 0.64 0.22
H -7.44 1.44 1.06 0.41
H -7.90 3.12 1.29 0.39
H -5.77 1.60 2.88 0.13
H -7.33 2.07 3.47 0.48
H -5.76 3.68 4.35 0.24
H -6.83 4.44 3.23 0.59
H -4.75 5.41 2.96 0.34
H -5.14 4.55 1.48 0.58
H -2.42 2.17 1.78 0.64
H -4.18 1.98 1.65 0.34
H -4.31 3.45 -0.24 0.40
H -2.72 2.77 -0.51 -0.48
H -3.35 5.55 0.07 0.30
H -1.73 4.87 -0.02 0.43
H -2.76 5.80 2.41 0.45
H -1.54 4.53 2.26 0.49
H -3.43 4.20 4.61 0.63
H -1.96 3.54 3.92 0.31
H -2.42 1.52 4.65 0.58
H -3.86 1.42 3.70 0.22
H -3.83 2.73 6.47 0.38
H -4.09 1.00 6.23 0.39
H -5.25 2.14 5.59 0.25
```

Properties
Largest force on an atom: 0.0067 Eh/bohr
Frontier orbital gap: 10.36 eV
Electronic energy: -2331.03770 a.u.
HOMO level: -12.50 eV
Total charge: +1